Entry 1:
2 unconnected molecules or ions with the total composition H4SSi2. Source: OMol25; level of theory: the ωB97M-V functional and the def2-TZVPD basis.

LUMO level = -1.48 eV
largest force on an atom = 1.82 eV/Å
E_tot = -26652.024 eV
HOMO = -9.045 eV
HOMO-LUMO gap = 7.57 eV

Cartesian coordinates (Å):
Si (-0.278, 2.705, -0.641)
Si (0.106, -1.158, 0.871)
S (-0.717, 4.539, -1.256)
H (-0.265, 2.219, 0.727)
H (0.089, 1.626, -1.541)
H (-0.497, -1.592, -0.412)
H (0.702, -2.450, 1.257)

Results of the Mulliken charge analysis, in e, for atoms 1 through 2:
1 Si 0.428
2 Si 0.151

---

Entry 2:
9 unconnected molecules or ions with the total composition C28H53NO24. Source: OMol25; level of theory: the ωB97M-V functional and the def2-TZVPD basis.

LUMO level = 0.54 eV
largest force on an atom = 3.30 eV/Å
SMILES = c1cc[nH]c1.COC(=O)OC.COC(=O)OC.COC(=O)OC.COC(=O)OC.COC(=O)OC.COC(=O)OC.COC(=O)OC.COC(=O)OC
E_tot = -80523.714 eV
HOMO = -8.056 eV
HOMO-LUMO gap = 8.60 eV

Cartesian coordinates (Å):
C (0.097, 0.793, 2.558)
C (-1.275, 0.618, 2.357)
C (-1.538, -0.690, 2.069)
N (-0.379, -1.338, 2.176)
C (0.631, -0.470, 2.480)
H (0.709, 1.651, 2.876)
H (-2.090, 1.283, 2.309)
H (-2.457, -1.237, 1.863)
H (-0.205, -2.299, 2.038)
H (1.600, -0.866, 2.462)
C (-0.566, -5.398, 2.791)
O (0.734, -5.831, 2.951)
C (1.618, -4.865, 2.627)
O (1.414, -3.743, 2.136)
O (2.838, -5.402, 2.780)
C (3.958, -4.513, 2.657)
H (-0.718, -4.431, 3.276)
H (-1.250, -6.182, 3.189)
H (-0.849, -5.274, 1.718)
H (4.843, -5.016, 2.970)
H (3.876, -3.728, 3.359)
H (3.911, -4.130, 1.610)
C (-3.438, 6.295, 1.149)
O (-2.072, 6.529, 1.242)
C (-1.407, 5.419, 1.653)
O (-1.927, 4.460, 2.094)
O (-0.114, 5.709, 1.597)
C (0.664, 4.549, 2.081)
H (-3.690, 5.615, 0.349)
H (-3.901, 7.191, 0.826)
H (-3.907, 5.871, 2.045)
H (0.462, 3.646, 1.579)
H (0.554, 4.342, 3.213)
H (1.659, 4.899, 1.922)
C (0.197, 0.543, -1.245)
O (-0.147, -0.002, -2.547)
C (0.800, 0.088, -3.483)
O (1.847, 0.671, -3.368)
O (0.434, -0.486, -4.665)
C (-0.613, -1.426, -4.651)
H (0.509, 1.620, -1.398)
H (1.001, -0.092, -0.868)
H (-0.686, 0.509, -0.543)
H (-1.431, -1.048, -3.998)
H (-0.108, -2.333, -4.337)
H (-0.989, -1.503, -5.666)
C (-3.531, 2.530, -0.127)
O (-3.724, 2.654, -1.555)
C (-3.932, 1.535, -2.254)
O (-3.725, 0.414, -1.841)
O (-4.427, 1.872, -3.417)
C (-4.586, 0.746, -4.266)
H (-2.973, 3.405, 0.202)
H (-3.063, 1.565, 0.042)
H (-4.534, 2.593, 0.291)
H (-4.718, -0.200, -3.775)
H (-3.732, 0.709, -4.980)
H (-5.434, 0.921, -4.895)
C (0.026, 3.125, -5.381)
O (0.524, 4.049, -4.475)
C (0.285, 4.015, -3.168)
O (-0.554, 3.391, -2.615)
O (1.066, 5.005, -2.639)
C (0.917, 5.290, -1.233)
H (-1.008, 3.152, -5.475)
H (0.355, 2.083, -5.241)
H (0.434, 3.360, -6.322)
H (0.994, 4.335, -0.726)
H (-0.076, 5.692, -1.084)
H (1.700, 5.967, -0.991)
C (-5.217, -4.012, 2.225)
O (-4.954, -2.945, 3.222)
C (-3.696, -2.765, 3.647)
O (-2.778, -3.378, 3.152)
O (-3.697, -1.890, 4.615)
C (-2.404, -1.652, 5.233)
H (-6.227, -4.382, 2.560)
H (-4.431, -4.750, 2.352)
H (-5.290, -3.629, 1.222)
H (-2.612, -1.190, 6.193)
H (-1.904, -0.854, 4.639)
H (-1.809, -2.574, 5.291)
C (0.555, -3.513, -1.595)
O (1.894, -3.856, -1.302)
C (2.797, -3.459, -2.202)
O (2.561, -2.787, -3.173)
O (3.991, -3.896, -1.826)
C (5.089, -3.694, -2.732)
H (0.573, -2.403, -1.707)
H (0.070, -3.852, -0.670)
H (0.236, -4.130, -2.418)
H (4.906, -2.879, -3.436)
H (5.303, -4.582, -3.327)
H (5.907, -3.544, -2.102)
C (4.989, 0.062, 3.028)
O (4.119, 0.613, 2.051)
C (4.723, 0.748, 0.834)
O (5.855, 0.493, 0.681)
O (3.822, 1.186, -0.026)
C (4.242, 1.338, -1.410)
H (5.902, 0.704, 3.050)
H (5.217, -0.984, 2.799)
H (4.443, 0.087, 3.958)
H (4.898, 0.544, -1.635)
H (4.748, 2.333, -1.512)
H (3.298, 1.285, -1.978)

Results of the Mulliken charge analysis, in e, for atoms 1 through 2:
1 C -0.805
2 C -0.394